A.
Formula: C3H10N2
Source: OMol25
Level of theory: ωB97M-V with the def2-TZVPD basis set

Summary:
Structure (SMILES): C=NC.CN
Kohn-Sham gap (eV): 10.14

Geometry as ORCA input:
```
! RIJCOSX wB97M-V def2-TZVPD def2/J DEFGRID3
* xyz 0 1
C 0.640 -1.303 2.790
N 0.790 0.061 2.271
H 1.462 -1.946 2.453
H -0.248 -1.823 2.431
H 0.718 -1.357 3.880
H 1.773 0.285 2.247
H 0.491 0.036 1.302
C 0.056 1.412 -2.413
C -1.625 -0.014 -1.738
N -0.840 0.900 -1.364
H -0.484 2.208 -2.934
H 0.173 0.644 -3.195
H 0.948 1.839 -1.989
H -2.506 -0.291 -1.158
H -1.350 -0.652 -2.583
*
```



B.
Formula: C3H10N2
Source: OMol25
Level of theory: ωB97M-V with the def2-TZVPD basis set

Summary:
Structure (SMILES): CNCCN
Kohn-Sham gap (eV): 9.67

Geometry as ORCA input:
```
! RIJCOSX wB97M-V def2-TZVPD def2/J DEFGRID3
* xyz 0 1
C -2.437 -0.313 -0.051
C 0.024 -0.162 0.266
C 1.320 0.579 0.013
H -2.356 -0.901 0.875
H -3.426 0.242 -0.155
H -2.473 -1.046 -0.886
H -1.286 1.498 0.159
H -0.056 -0.527 1.348
H 0.043 -1.210 -0.344
H 1.542 1.407 0.680
H 1.467 1.181 -0.905
H 3.239 -0.167 -0.535
H 1.881 -1.314 -0.605
N -1.200 0.503 -0.171
N 2.340 -0.472 0.029
*
```



C.
Formula: C3H10N2
Source: OMol25
Level of theory: ωB97M-V with the def2-TZVPD basis set

Summary:
Structure (SMILES): C=C.NCN
Kohn-Sham gap (eV): 10.12

Geometry as ORCA input:
```
! RIJCOSX wB97M-V def2-TZVPD def2/J DEFGRID3
* xyz 0 1
C 0.567 -2.096 -1.160
C 0.545 -1.257 -2.199
H 0.360 -1.674 -0.185
H 0.684 -3.157 -1.337
H 0.368 -0.214 -1.952
H 0.346 -1.574 -3.212
N 0.369 0.116 1.535
C -0.655 0.872 0.862
N -0.321 2.278 0.638
H 0.206 -0.083 2.507
H 1.345 0.304 1.380
H -1.542 0.780 1.506
H -1.012 0.327 -0.018
H -1.092 2.656 0.105
H -0.168 2.721 1.532
*
```



D.
Formula: C3H10N2
Source: OMol25
Level of theory: ωB97M-V with the def2-TZVPD basis set

Summary:
Structure (SMILES): C=N.CCN
Kohn-Sham gap (eV): 9.65

Geometry as ORCA input:
```
! RIJCOSX wB97M-V def2-TZVPD def2/J DEFGRID3
* xyz 0 1
C -2.237 -1.174 -0.541
N -1.348 -2.196 -0.612
H -2.068 -0.338 -1.292
H -2.767 -0.968 0.374
H -1.324 -2.732 0.182
C 0.997 1.170 1.252
C 1.230 1.067 -0.232
N 0.391 0.047 -0.909
H 1.259 0.232 1.741
H 1.643 1.991 1.698
H -0.058 1.255 1.623
H 1.020 2.022 -0.761
H 2.277 0.737 -0.355
H 0.858 -0.268 -1.764
H 0.128 -0.846 -0.403
*
```



It is C that is the most stable of them.



A.
Formula: CH6N2P2
Source: OMol25
Level of theory: ωB97M-V with the def2-TZVPD basis set

Summary:
Structure (SMILES): C/N=P/NP
Kohn-Sham gap (eV): 8.12

Geometry as ORCA input:
```
! RIJCOSX wB97M-V def2-TZVPD def2/J DEFGRID3
* xyz 0 1
C -1.081 -0.226 -2.221
N -0.389 -0.194 -0.987
N 1.015 -0.147 1.176
P -0.696 0.294 0.449
P 1.277 -0.113 2.816
H -1.797 -1.005 -2.054
H -0.531 -0.698 -2.999
H -1.439 0.788 -2.668
H 1.684 -0.275 0.451
H -0.001 0.533 3.127
H 1.959 1.043 2.911
*
```



B.
Formula: CH6N2P2
Source: OMol25
Level of theory: ωB97M-V with the def2-TZVPD basis set

Summary:
Kohn-Sham gap (eV): 8.11

Geometry as ORCA input:
```
! RIJCOSX wB97M-V def2-TZVPD def2/J DEFGRID3
* xyz 0 1
C -0.268 0.606 -0.401
N -1.660 0.862 -0.099
N 2.006 -0.635 0.058
P -2.411 -0.536 0.161
P 0.406 -0.969 -0.111
H 0.423 1.257 0.153
H -0.013 0.847 -1.379
H 2.776 -0.806 -0.575
H 2.212 0.248 0.566
H -3.717 -0.034 0.362
H 0.245 -0.840 1.265
*
```



It is A that is the most stable of them.